A) Density functional theory data (ωB97M-V with the def2-TZVPD basis set) for 2 unconnected molecules or ions with the total composition H4O2.

Geometry as XYZ:
```
6
H4O2, DFT ωB97M-V with the def2-TZVPD basis set
O -1.71622 -0.03560 -0.23689
O 1.88489 -0.00194 -0.16968
H 1.29523 0.80659 -0.19182
H 1.34506 -0.76967 0.13021
H -1.78196 0.64080 0.40747
H -1.02700 -0.64017 0.06072
```

Values from the calculation:
SMILES	O.O
HOMO energy	-11.72	eV
Kohn-Sham gap	0.4482	hartree

***

B) Density functional theory data (ωB97M-V with the def2-TZVPD basis set) for 2 unconnected molecules or ions with the total composition H4O2.

Geometry as XYZ:
```
6
H4O2, DFT ωB97M-V with the def2-TZVPD basis set
O 0.01215 1.42944 -1.16848
O 0.37620 -1.17486 0.57532
H -0.73911 0.82509 -1.21010
H 0.30485 1.33743 -0.25249
H 0.66438 -1.18321 1.48340
H -0.61846 -1.23390 0.57234
```

Values from the calculation:
SMILES	O.O
HOMO energy	-11.21	eV
Kohn-Sham gap	0.4326	hartree

***

C) Density functional theory data (ωB97M-V with the def2-TZVPD basis set) for 2 unconnected molecules or ions with the total composition H4O2.

Geometry as XYZ:
```
6
H4O2, DFT ωB97M-V with the def2-TZVPD basis set
O -1.29332 -0.10538 -0.06249
O 1.39156 0.10788 0.04577
H -1.80914 0.10825 0.69514
H 0.44864 -0.15879 0.25049
H 1.68784 -0.71052 -0.32652
H -1.11326 0.74104 -0.48533
```

Values from the calculation:
SMILES	O.O
HOMO energy	-10.95	eV
Kohn-Sham gap	0.4316	hartree

***

Which one sits at the bottom of the stability order? A) does.

***

A) Density functional theory data (ωB97M-V with the def2-TZVPD basis set) for 2 unconnected molecules or ions with the total composition H4O2.

Geometry as XYZ:
```
6
H4O2, DFT ωB97M-V with the def2-TZVPD basis set
O 1.67578 0.11382 -0.02784
O -1.57278 -0.04266 0.03304
H -2.30950 -0.53928 -0.33560
H 2.48106 -0.41704 -0.19437
H -2.04825 0.86455 0.00576
H 1.05268 -0.47750 0.48252
```

Values from the calculation:
SMILES	O.O
HOMO energy	-11.08	eV
Kohn-Sham gap	0.4378	hartree

***

B) Density functional theory data (ωB97M-V with the def2-TZVPD basis set) for 2 unconnected molecules or ions with the total composition H4O2.

Geometry as XYZ:
```
6
H4O2, DFT ωB97M-V with the def2-TZVPD basis set
O 0.88504 -1.19405 0.30328
O -0.63311 0.96746 -0.30161
H -0.23840 1.14253 -1.14065
H 0.14596 -0.49689 0.30751
H -0.64509 1.65320 0.48576
H 0.48560 -2.07225 0.34571
```

Values from the calculation:
SMILES	O.O
HOMO energy	-10.68	eV
Kohn-Sham gap	0.4176	hartree

***

Which one sits at the bottom of the stability order? B) does.

***

A) Density functional theory data (ωB97M-V with the def2-TZVPD basis set) for 2 unconnected molecules or ions with the total composition CH4N2O.

Geometry as XYZ:
```
8
CH4N2O, DFT ωB97M-V with the def2-TZVPD basis set
O 0.02992 0.08832 0.25805
N 1.02949 0.50661 1.14041
N -1.58016 -0.58045 -1.14738
C -0.44517 -0.54477 -1.48924
H -1.27305 -0.16762 -0.00687
H 0.40057 -0.64737 -2.13905
H 1.02094 -0.11080 1.94818
H 0.81746 1.45608 1.43590
```

Values from the calculation:
HOMO energy	-9.03	eV
Kohn-Sham gap	0.3696	hartree

***

B) Density functional theory data (ωB97M-V with the def2-TZVPD basis set) for a molecular structure, CH4N2O.

Geometry as XYZ:
```
8
CH4N2O, DFT ωB97M-V with the def2-TZVPD basis set
O -1.03722 -0.23936 0.62450
N 1.32710 0.75623 -0.17809
N -0.45299 -0.88755 -0.31151
C 0.66004 1.30978 0.57472
H -0.28074 -1.90999 -0.06929
H 0.11327 1.92386 1.14672
H -0.95344 -0.64049 -1.17949
H 0.62398 -0.31247 -0.60755
```

Values from the calculation:
HOMO energy	-8.70	eV
Kohn-Sham gap	0.3567	hartree

***

Which one sits at the bottom of the stability order? A) does.

***

A) Density functional theory data (ωB97M-V with the def2-TZVPD basis set) for 2 unconnected molecules or ions with the total composition CH4N2O.

Geometry as XYZ:
```
8
CH4N2O, DFT ωB97M-V with the def2-TZVPD basis set
O -0.16474 -1.40598 -1.45662
N -1.20581 0.36602 1.30011
N 1.20937 0.34391 -0.64538
C 0.25717 -0.50334 -0.83443
H 2.05195 0.34487 -1.21968
H -1.12435 -0.48599 1.85379
H 1.11340 1.00424 0.11270
H -2.13698 0.33627 0.88952
```

Values from the calculation:
HOMO energy (alpha / beta)	-9.71 / -7.41	eV
Kohn-Sham gap (alpha / beta)	0.3652 / 0.2689	hartree

***

B) Density functional theory data (ωB97M-V with the def2-TZVPD basis set) for a single CH4N2O molecule.

Geometry as XYZ:
```
8
CH4N2O, DFT ωB97M-V with the def2-TZVPD basis set
O 0.36150 -0.63362 2.15448
N 0.01164 0.49488 -1.15073
N -0.28981 -0.01226 0.04053
C 0.65849 -0.55721 0.89882
H -0.14464 1.42595 -1.19125
H -0.88707 0.24949 -1.82376
H 1.63127 -0.62636 0.66080
H -1.34138 -0.34086 0.41111
```

Values from the calculation:
SMILES	NNC=O
HOMO energy	-9.42	eV
Kohn-Sham gap	0.3717	hartree

***

C) Density functional theory data (ωB97M-V with the def2-TZVPD basis set) for 2 unconnected molecules or ions with the total composition CH4N2O.

Geometry as XYZ:
```
8
CH4N2O, DFT ωB97M-V with the def2-TZVPD basis set
O -0.18389 0.84376 0.41919
N 2.02197 0.07628 -0.10732
N -2.20354 -0.07018 -0.16138
C -0.97251 -0.06461 0.15695
H -2.66276 -0.95003 -0.34247
H 2.14261 0.67092 -0.92615
H 2.37554 0.58645 0.70362
H -0.51742 -1.09258 0.25756
```

Values from the calculation:
HOMO energy (alpha / beta)	-10.48 / -9.95	eV
Kohn-Sham gap (alpha / beta)	0.3656 / 0.2596	hartree

***

Which one sits at the bottom of the stability order? C) does.